1.
This record from the Open Molecules 2025 dataset describes a cluster of 5 separate species, C65H50N2O9 in total in a non-equilibrium geometry. The level of theory is the ωB97M-V functional and the def2-TZVPD basis.

Values from the calculation:
Energy   -3293.707937 Ha
Structure (SMILES)   CCCC[C@@H]1C(=O)NC[C@H]1CN.O=C1c2ccccc2C(=O)c2ccccc21.O=C1c2ccccc2C(=O)c2ccccc21.O=C1c2ccccc2C(=O)c2ccccc21.O=C1c2ccccc2C(=O)c2ccccc21
Charge   0

Geometry as XYZ:
```
126
C65H50N2O9 the ωB97M-V functional and the def2-TZVPD basis
C -1.3794 3.9552 5.3894
C -1.2273 3.9345 3.8596
C -0.5614 5.1625 3.2332
C -0.9776 6.5448 3.7345
C -2.4092 6.9888 3.4010
C -2.5752 8.3703 4.1150
O -1.8346 9.3257 3.9967
N -3.6899 8.3425 5.0199
C -3.8920 6.9240 5.2876
C -3.5986 6.2115 3.9574
C -4.8556 6.3483 3.0132
N -5.6567 5.1320 2.8905
H -2.4191 3.8021 5.6743
H -1.0519 4.8842 5.8454
H -0.8199 3.1541 5.8657
H -2.1839 3.7122 3.3984
H -0.5941 3.0820 3.6181
H -0.8022 5.1487 2.1671
H 0.5226 5.0817 3.2899
H -0.3228 7.2620 3.2426
H -0.8140 6.6807 4.8016
H -2.5418 7.2660 2.3572
H -4.4675 8.7943 4.5546
H -4.8748 6.6842 5.6758
H -3.1158 6.6223 5.9905
H -3.4995 5.1393 4.0615
H -4.5571 6.6637 2.0185
H -5.5332 7.0865 3.4390
H -6.0146 4.8648 3.7950
H -5.0996 4.3676 2.5372
C 1.1600 0.1731 1.5648
C 1.6454 -1.0677 1.1656
C 0.8513 -2.1953 1.2837
C -0.4301 -2.0893 1.8101
C -0.9118 -0.8455 2.2242
C -0.1152 0.2838 2.0916
C -2.2682 -0.7090 2.8250
O -2.6874 0.3713 3.1843
C -3.0916 -1.9417 2.9789
C -4.3421 -1.8493 3.5755
C -5.1263 -2.9811 3.7154
C -4.6676 -4.2106 3.2548
C -3.4204 -4.3098 2.6632
C -2.6257 -3.1788 2.5281
C -1.2758 -3.3104 1.9132
O -0.8749 -4.3818 1.5062
H 1.7792 1.0547 1.4656
H 2.6446 -1.1539 0.7600
H 1.2194 -3.1611 0.9683
H -0.4998 1.2436 2.4047
H -4.6932 -0.8895 3.9271
H -6.0988 -2.9075 4.1832
H -5.2847 -5.0926 3.3606
H -3.0547 -5.2620 2.3058
C 0.3773 -4.8637 -1.4095
C 1.5491 -5.2894 -0.7931
C 2.7748 -5.0637 -1.3957
C 2.8341 -4.4200 -2.6258
C 1.6556 -4.0096 -3.2541
C 0.4289 -4.2254 -2.6362
C 1.6904 -3.3577 -4.5907
O 0.6661 -3.0059 -5.1405
C 3.0134 -3.1682 -5.2481
C 3.0648 -2.6109 -6.5194
C 4.2870 -2.4178 -7.1393
C 5.4640 -2.7754 -6.4899
C 5.4183 -3.3355 -5.2249
C 4.1942 -3.5401 -4.6020
C 4.1631 -4.1729 -3.2519
O 5.1898 -4.4804 -2.6844
H -0.5748 -5.0318 -0.9262
H 1.4999 -5.7927 0.1634
H 3.6906 -5.3856 -0.9201
H -0.4813 -3.8951 -3.1164
H 2.1456 -2.3317 -7.0149
H 4.3255 -1.9867 -8.1306
H 6.4182 -2.6191 -6.9749
H 6.3276 -3.6209 -4.7152
C 6.1595 4.2005 -0.7810
C 6.8048 5.2208 -1.4719
C 6.7141 6.5277 -1.0259
C 5.9709 6.8227 0.1097
C 5.3105 5.8006 0.7945
C 5.4140 4.4892 0.3486
C 4.4784 6.0949 1.9956
O 3.9076 5.2056 2.5925
C 4.3616 7.5138 2.4337
C 3.5567 7.8195 3.5229
C 3.4365 9.1308 3.9488
C 4.1306 10.1428 3.2941
C 4.9354 9.8446 2.2081
C 5.0491 8.5319 1.7692
C 5.8984 8.2351 0.5819
O 6.5108 9.1140 0.0141
H 6.2379 3.1788 -1.1277
H 7.3802 4.9937 -2.3592
H 7.2166 7.3261 -1.5533
H 4.9072 3.7032 0.8902
H 3.0220 7.0288 4.0303
H 2.8009 9.3674 4.7913
H 4.0391 11.1665 3.6312
H 5.4754 10.6255 1.6917
C -0.0355 -6.5278 -5.5054
C 0.4623 -7.7611 -5.9117
C -0.3286 -8.8940 -5.8226
C -1.6178 -8.8003 -5.3145
C -2.1108 -7.5637 -4.8900
C -1.3182 -6.4291 -4.9964
C -3.4751 -7.4413 -4.3045
O -3.9056 -6.3681 -3.9379
C -4.2936 -8.6803 -4.1742
C -5.5517 -8.6009 -3.5910
C -6.3306 -9.7384 -3.4714
C -5.8591 -10.9605 -3.9393
C -4.6051 -11.0463 -4.5183
C -3.8156 -9.9094 -4.6330
C -2.4578 -10.0281 -5.2371
O -2.0498 -11.0929 -5.6498
H 0.5791 -5.6424 -5.5836
H 1.4695 -7.8369 -6.2995
H 0.0477 -9.8557 -6.1416
H -1.7068 -5.4722 -4.6776
H -5.9120 -7.6464 -3.2341
H -7.3089 -9.6752 -3.0141
H -6.4721 -11.8473 -3.8495
H -4.2294 -11.9921 -4.8821
```

Mulliken atomic charge list, values in e, 4 entries:
1 C -1.415
2 C 0.286
3 C -1.097
4 C -1.213

2.
This record from the Open Molecules 2025 dataset describes a cluster of 10 separate species, C65H94N11O5P in total in a non-equilibrium geometry. The level of theory is the ωB97M-V functional and the def2-TZVPD basis.

Values from the calculation:
Structure (SMILES)   CCCOc1c([C@@H](C)CCC)c(CCCCCOCC)c2nccnc2c1CCP(=O)(OCC)OCC.c1cc[nH]c1.c1cc[nH]c1.c1cc[nH]c1.c1cc[nH]c1.c1cc[nH]c1.c1cc[nH]c1.c1cc[nH]c1.c1cc[nH]c1.c1cc[nH]c1
Charge   0
ΔE to the lowest compared entry with this formula, charge and spin   400.2 kcal/mol

Geometry as XYZ:
```
176
C65H94N11O5P the ωB97M-V functional and the def2-TZVPD basis
C 4.6992 -1.4740 2.0084
C 3.5975 -0.4378 1.2935
C 3.1555 0.6597 2.4217
O 1.7190 0.7576 2.6955
C 0.9016 0.8689 1.4825
C -0.2261 -0.3479 1.2639
C -0.3874 -1.5720 2.3896
C 0.9135 -2.6125 2.3785
C -0.6975 -0.9731 3.9199
C 0.4572 -1.3769 5.0165
C 0.2893 -0.6073 6.4774
C -1.2175 -0.3040 -0.0785
C -2.3632 -1.4998 -0.3135
C -3.7688 -1.2156 0.4822
C -3.6831 0.0679 1.5446
C -5.1448 0.1687 2.3350
C -5.5682 1.7719 2.5527
O -5.8141 2.0504 3.9961
C -7.2477 2.3362 4.2283
C -7.5947 3.9556 4.0127
C -1.1063 0.8842 -1.2478
N -2.0474 0.7530 -2.4129
C -1.7615 1.8800 -3.3658
C -0.6749 3.0769 -3.1829
N 0.2025 3.1815 -1.9708
C -0.0017 2.0524 -1.0000
C 0.9784 2.0698 0.3549
C 2.0571 3.3232 0.5787
C 1.6714 4.0623 2.0175
P 3.0678 5.1552 2.7276
O 4.3739 5.0028 1.8396
O 2.6028 6.8406 2.6879
C 1.3202 7.0575 3.3978
C 0.0859 7.5208 2.3724
O 3.2968 4.6572 4.3982
C 4.7187 4.8352 4.7643
C 5.5306 3.4056 4.4724
H 5.8072 -1.1231 1.8747
H 4.4029 -1.7376 3.1207
H 4.5911 -2.4904 1.4010
H 2.7445 -1.1288 0.8920
H 4.1941 0.1253 0.4552
H 3.6734 1.7112 2.1945
H 3.6606 0.3061 3.4448
H -1.3272 -2.2692 2.1557
H 1.0494 -2.9115 1.2307
H 0.7020 -3.6032 2.9648
H 1.9084 -2.1175 2.7475
H -0.8243 0.1898 3.9226
H -1.7193 -1.4201 4.3433
H 1.5343 -1.0508 4.6196
H 0.4387 -2.5583 5.1812
H -0.1460 0.4609 6.2758
H -0.3223 -1.2501 7.2427
H 1.3836 -0.5057 6.9255
H -2.5694 -1.6561 -1.4689
H -1.9521 -2.5402 0.0845
H -4.6757 -1.0402 -0.2629
H -4.0239 -2.1590 1.1308
H -3.4369 1.0772 0.9943
H -2.8858 -0.1801 2.3822
H -6.0011 -0.4398 1.7836
H -5.0411 -0.3080 3.4043
H -4.6532 2.4329 2.2160
H -6.5271 1.9403 1.8876
H -7.5334 2.1108 5.3564
H -7.9579 1.7136 3.5194
H -6.6349 4.4400 3.5157
H -7.7545 4.4886 5.0680
H -8.5415 4.0874 3.3322
H -2.4315 1.9179 -4.3538
H -0.5671 3.9008 -4.0287
H 1.9229 4.1800 -0.2419
H 3.1758 2.9898 0.5055
H 1.2772 3.3244 2.8351
H 0.7501 4.7745 1.7537
H 1.4602 7.9793 4.1364
H 0.9998 6.1313 4.0392
H 0.5633 7.9804 1.4072
H -0.5836 8.3493 2.8794
H -0.5933 6.5842 2.1641
H 5.1915 5.7517 4.2072
H 4.8268 5.0173 5.9253
H 5.6284 3.1762 3.3195
H 6.5998 3.4440 4.9726
H 4.8736 2.5376 4.9310
N 5.5368 -6.3760 2.1079
C 4.6321 -5.4490 2.5561
C 5.1329 -4.8888 3.7100
C 6.3865 -5.4951 3.9635
C 6.6123 -6.4073 2.9571
H 5.4282 -6.9470 1.2798
H 3.7112 -5.2690 2.0178
H 4.6483 -4.1250 4.3043
H 7.0530 -5.2881 4.7907
H 7.4434 -7.0751 2.7737
N -8.8386 1.4363 -0.0556
C -7.9312 1.5177 -1.0796
C -8.5502 2.1247 -2.1495
C -9.8757 2.4252 -1.7549
C -10.0257 1.9920 -0.4565
H -8.6600 1.0306 0.8538
H -6.9260 1.1364 -0.9601
H -8.0956 2.3300 -3.1101
H -10.6386 2.9065 -2.3532
H -10.8737 2.0302 0.2142
N 5.9292 -3.5053 8.6782
C 6.8366 -3.4239 7.6542
C 6.2177 -2.8169 6.5843
C 4.8921 -2.5164 6.9790
C 4.7421 -2.9496 8.2773
H 6.1079 -3.9110 9.5877
H 7.8419 -3.8052 7.7737
H 6.6722 -2.6116 5.6238
H 4.1292 -2.0352 6.3807
H 3.8941 -2.9114 8.9480
N -4.1013 -2.0756 -4.1893
C -5.3574 -2.2580 -4.7067
C -5.4175 -3.5257 -5.2412
C -4.1551 -4.1311 -5.0337
C -3.3628 -3.2144 -4.3795
H -3.7714 -1.2328 -3.7372
H -6.0984 -1.4718 -4.6517
H -6.2780 -3.9671 -5.7269
H -3.8564 -5.1286 -5.3290
H -2.3390 -3.2745 -4.0352
N -4.4013 -5.0041 -8.3036
C -5.6574 -5.1866 -8.8209
C -5.7175 -6.4542 -9.3555
C -4.4551 -7.0597 -9.1480
C -3.6628 -6.1430 -8.4938
H -4.0714 -4.1613 -7.8514
H -6.3984 -4.4004 -8.7660
H -6.5780 -6.8957 -9.8412
H -4.1564 -8.0572 -9.4433
H -2.6390 -6.2031 -8.1494
N 8.5145 -6.6424 -0.1148
C 8.3653 -6.6978 -1.4761
C 9.5576 -6.3178 -2.0508
C 10.4594 -6.0287 -0.9990
C 9.7900 -6.2403 0.1855
H 7.7962 -6.8644 0.5622
H 7.4256 -7.0006 -1.9182
H 9.7567 -6.2567 -3.1128
H 11.4868 -5.7019 -1.0952
H 10.1108 -6.1382 1.2136
N 1.6513 7.5807 -4.3982
C 1.4183 6.2305 -4.4324
C 1.7453 5.7739 -5.6897
C 2.1970 6.8869 -6.4383
C 2.1313 7.9890 -5.6154
H 1.4945 8.1817 -3.5995
H 1.0393 5.7119 -3.5621
H 1.6681 4.7496 -6.0305
H 2.5346 6.8847 -7.4666
H 2.3831 9.0262 -5.7918
N -2.1954 -6.8771 -0.1598
C -3.1001 -5.9501 0.2883
C -2.5993 -5.3899 1.4422
C -1.3457 -5.9961 1.6957
C -1.1199 -6.9083 0.6893
H -2.3040 -7.4480 -0.9880
H -4.0210 -5.7700 -0.2500
H -3.0838 -4.6261 2.0365
H -0.6792 -5.7891 2.5229
H -0.2888 -7.5762 0.5059
N -0.0708 7.4753 -9.1476
C 0.8366 7.5568 -10.1716
C 0.2177 8.1637 -11.2415
C -1.1079 8.4642 -10.8469
C -1.2579 8.0310 -9.5485
H 0.1079 7.0696 -8.2381
H 1.8419 7.1754 -10.0521
H 0.6722 8.3690 -12.2020
H -1.8708 8.9455 -11.4451
H -2.1059 8.0692 -8.8778
```

Mulliken atomic charge list, values in e, 4 entries:
1 C -0.724
2 C -0.197
3 C 0.066
4 O -0.381